{
  "formula": "C19H63NO11Si2",
  "method": "the ωB97M-V functional and the def2-TZVPD basis",
  "total_charge": 0,
  "energy_ev": -60491.6607,
  "species": ["C", "C", "N", "Si", "C", "O", "Si", "C", "C", "C", "C", "C", "O", "C", "C", "H", "H", "H", "H", "H", "H", "H", "H", "H", "H", "H", "H", "H", "H", "H", "H", "H", "H", "H", "H", "H", "H", "H", "H", "H", "H", "H", "C", "O", "H", "H", "H", "H", "C", "O", "H", "H", "H", "H", "C", "O", "H", "H", "H", "H", "C", "O", "H", "H", "H", "H", "C", "O", "H", "H", "H", "H", "C", "O", "H", "H", "H", "H", "C", "O", "H", "H", "H", "H", "C", "O", "H", "H", "H", "H", "C", "O", "H", "H", "H", "H"],
  "coordinates": [[-4.4368, 3.0887, -4.2665], [-5.5975, 3.4403, -3.3321], [-5.5073, 2.8755, -1.9768], [-4.1158, 3.0613, -0.9755], [-4.3273, 4.3626, 0.3254], [-3.8578, 1.6175, -0.1890], [-3.0875, 0.2967, -0.8324], [-3.7429, -1.2658, -0.0491], [-2.7014, -2.0690, 0.7443], [-1.8857, -3.0085, -0.1590], [-0.5847, -3.4755, 0.4930], [0.4649, -2.3633, 0.6358], [0.9210, -2.2850, 1.9829], [2.2626, -1.8364, 2.1292], [2.6288, -1.8857, 3.5945], [-3.5812, 3.7543, -4.1270], [-4.7650, 3.2215, -5.3034], [-4.1092, 2.0543, -4.1351], [-5.6887, 4.5293, -3.2550], [-6.5299, 3.0875, -3.7742], [-5.8822, 1.9351, -1.9761], [-2.9147, 3.3788, -1.7870], [-4.7908, 5.2677, -0.0758], [-3.3550, 4.6318, 0.7486], [-4.9554, 3.9861, 1.1352], [-3.3060, 0.3068, -2.3034], [-1.6325, 0.4230, -0.5656], [-4.5745, -0.9862, 0.6065], [-4.1643, -1.9044, -0.8352], [-2.0146, -1.3980, 1.2727], [-3.2013, -2.6608, 1.5161], [-2.4832, -3.8920, -0.4066], [-1.6813, -2.5040, -1.1152], [-0.8297, -3.8122, 1.5027], [-0.1708, -4.3430, -0.0283], [0.0319, -1.3919, 0.3573], [1.3314, -2.5264, -0.0162], [2.9251, -2.4818, 1.5373], [2.3688, -0.8156, 1.7464], [2.3744, -2.8599, 4.0165], [3.6979, -1.7130, 3.7228], [2.0891, -1.1176, 4.1528], [5.9611, -0.5277, 1.4590], [4.7251, 0.1582, 1.6318], [5.9870, -1.3303, 2.1951], [6.0617, -0.9542, 0.4600], [6.8073, 0.1398, 1.6266], [4.7299, 0.8939, 1.0103], [-0.9110, 3.8193, -5.3683], [-1.1656, 4.1571, -4.0098], [-1.8620, 3.5279, -5.8081], [-0.5118, 4.6726, -5.9231], [-0.2140, 2.9814, -5.4523], [-0.3307, 4.4150, -3.6079], [-0.7204, -4.1640, 4.5613], [-1.1945, -2.9441, 4.0169], [-1.5307, -4.5803, 5.1585], [-0.4492, -4.8925, 3.7885], [0.1365, -4.0067, 5.2187], [-0.4742, -2.5559, 3.4897], [-5.7745, 1.9964, 2.9814], [-5.8156, 0.7442, 2.3234], [-6.0281, 1.8123, 4.0240], [-4.7783, 2.4455, 2.9434], [-6.4999, 2.7057, 2.5701], [-5.5628, 0.8743, 1.4015], [-8.0609, 0.8100, -6.0740], [-7.6007, 1.0067, -4.7452], [-7.3520, 1.3155, -6.7264], [-8.0882, -0.2481, -6.3470], [-9.0507, 1.2451, -6.2348], [-8.2083, 0.5692, -4.1412], [0.6510, -1.8952, 8.1194], [-0.1153, -2.7385, 7.2783], [1.1967, -2.5447, 8.8013], [1.3756, -1.2990, 7.5566], [0.0250, -1.2217, 8.7120], [-0.6072, -2.1993, 6.6484], [8.5044, -0.4940, -2.0141], [8.1230, 0.1508, -0.8061], [8.2857, -1.5520, -1.8977], [7.9461, -0.1103, -2.8733], [9.5740, -0.3940, -2.2153], [8.3055, 1.0925, -0.8772], [7.0456, 3.3328, 2.0331], [6.6424, 2.7497, 0.8000], [7.5424, 2.5475, 2.5985], [7.7498, 4.1551, 1.8847], [6.1925, 3.6898, 2.6144], [6.1962, 3.4192, 0.2724], [8.4194, -4.0069, -4.0750], [9.4169, -3.2912, -3.3617], [7.4618, -3.5779, -3.7865], [8.5324, -3.9027, -5.1574], [8.4123, -5.0694, -3.8182], [10.2784, -3.6495, -3.5945]],
  "mulliken_charge": [-0.816, -0.650, -0.158, 0.107, -0.904, 0.123, 0.231, -0.641, -0.372, -0.823, -0.380, -0.375, -0.152, -0.470, -1.166, 0.201, 0.442, 0.246, 0.241, 0.331, 0.281, -0.151, 0.318, 0.276, 0.160, -0.214, -0.160, 0.255, 0.407, 0.155, 0.385, 0.416, 0.248, -0.053, 0.402, 0.175, 0.427, 0.287, 0.363, 0.298, 0.373, 0.253, -0.483, -0.471, 0.286, 0.207, 0.164, 0.268, -0.529, -0.447, 0.188, 0.277, 0.255, 0.277, -0.705, -0.482, 0.329, 0.266, 0.266, 0.380, -0.591, -0.527, 0.306, 0.248, 0.268, 0.277, -0.554, -0.429, 0.201, 0.260, 0.273, 0.264, -0.567, -0.448, 0.227, 0.232, 0.260, 0.289, -0.504, -0.422, 0.095, 0.319, 0.264, 0.231, -0.595, -0.417, 0.216, 0.296, 0.282, 0.259, -0.529, -0.464, 0.211, 0.261, 0.275, 0.272]
}

{
  "formula": "C19H64B3F3HgNO9S",
  "method": "the ωB97M-V functional and the def2-TZVPD basis",
  "e_above_lowest_kj_mol": 996.0,
  "total_charge": -1,
  "species": ["Hg", "N", "H", "H", "H", "H", "B", "H", "H", "H", "H", "B", "H", "H", "H", "H", "B", "H", "H", "H", "H", "C", "F", "F", "F", "S", "O", "O", "O", "C", "C", "C", "O", "H", "H", "H", "H", "H", "H", "H", "H", "C", "C", "C", "O", "H", "H", "H", "H", "H", "H", "H", "H", "C", "C", "C", "O", "H", "H", "H", "H", "H", "H", "H", "H", "C", "C", "C", "O", "H", "H", "H", "H", "H", "H", "H", "H", "C", "C", "C", "O", "H", "H", "H", "H", "H", "H", "H", "H", "C", "C", "C", "O", "H", "H", "H", "H", "H", "H", "H", "H"],
  "coordinates": [[-4.1978, -0.6963, 0.4394], [-2.1637, 2.0072, 4.4327], [-1.4118, 1.8029, 3.7901], [-2.4078, 2.9848, 4.3633], [-1.7257, 1.9335, 5.3398], [-2.8861, 1.3017, 4.4080], [-3.5858, -3.9944, -0.1486], [-4.3567, -4.6226, 0.2701], [-3.0828, -3.4714, 0.6500], [-2.7938, -4.5469, -0.6300], [-3.9929, -3.2401, -0.8039], [-4.9873, 2.4673, 0.9671], [-5.7098, 1.8095, 0.5094], [-5.0750, 2.5190, 2.0413], [-3.9989, 2.0735, 0.7874], [-5.0791, 3.4770, 0.5980], [-4.0714, -1.3359, 3.9180], [-3.3527, -1.0382, 3.1703], [-4.5703, -0.4505, 4.2805], [-4.8245, -1.8607, 3.3509], [-3.6478, -1.9238, 4.7175], [2.0658, -0.4073, -0.5456], [1.7270, 0.7195, -1.2539], [1.9733, -1.4611, -1.3605], [3.3193, -0.3814, -0.0868], [0.8540, -0.4582, 0.8563], [1.0533, -1.6753, 1.5652], [0.8005, 0.8100, 1.6235], [-0.4505, -0.5372, 0.2421], [0.8856, 2.8657, 9.5057], [0.6009, 2.3421, 8.1088], [1.5010, 1.2627, 7.6690], [-0.7439, 1.9410, 8.0415], [0.0664, 3.1908, 10.1470], [1.5989, 3.6870, 9.4365], [1.4353, 2.0879, 10.0357], [0.7063, 3.2446, 7.5068], [1.3786, 0.2947, 8.1549], [2.5265, 1.6285, 7.6190], [1.3234, 1.0636, 6.6122], [-0.7504, 1.1519, 8.5883], [1.2862, -6.5683, -6.1200], [0.5805, -5.2689, -6.5203], [1.5540, -4.0820, -6.6208], [-0.0724, -5.4902, -7.7260], [0.5509, -7.3494, -5.9268], [1.6976, -6.3993, -5.1249], [2.0423, -6.8862, -6.8379], [-0.1843, -5.1076, -5.7606], [1.0282, -3.1407, -6.7804], [2.3178, -4.1408, -7.3962], [1.9317, -3.9999, -5.6016], [-0.0387, -6.4373, -7.8792], [4.2401, 2.8660, -5.7669], [5.6444, 2.3283, -5.4784], [5.7098, 0.8565, -5.8561], [6.4650, 3.1056, -6.2150], [3.5201, 2.4851, -5.0426], [3.7466, 2.6235, -6.7081], [4.1486, 3.9468, -5.6597], [5.9341, 2.4282, -4.4324], [5.2208, 0.1234, -5.2145], [6.7865, 0.6869, -5.8509], [5.2792, 0.6792, -6.8416], [7.3076, 2.6550, -6.3079], [3.2436, -6.0166, 3.5426], [2.4650, -5.3296, 4.6443], [3.0283, -4.0148, 5.0369], [1.1989, -4.9836, 4.2080], [4.2866, -6.2301, 3.7763], [3.2912, -5.2255, 2.7944], [2.8109, -6.8863, 3.0481], [2.4146, -6.0700, 5.4426], [2.5156, -3.6695, 5.9347], [3.0455, -3.1693, 4.3492], [4.0443, -4.2168, 5.3760], [1.2696, -4.0849, 3.8779], [-1.2874, 7.3799, -0.5084], [-2.0110, 5.9796, -0.3287], [-0.9628, 4.8798, -0.2924], [-2.7925, 6.0650, 0.7814], [-0.6461, 7.7460, 0.2934], [-2.1284, 8.0663, -0.4106], [-0.6324, 7.5598, -1.3609], [-2.6316, 5.7247, -1.1877], [-1.3237, 3.8513, -0.2949], [-0.5249, 5.0869, 0.6841], [-0.1598, 4.9486, -1.0263], [-3.3981, 5.3219, 0.7290], [-2.3740, -0.1795, -4.8367], [-2.8783, 0.7855, -3.7635], [-3.1887, 2.2377, -4.1280], [-3.9846, 0.1843, -3.1091], [-2.5156, -1.2000, -4.4807], [-1.3493, 0.1656, -4.9748], [-3.0171, 0.0066, -5.6969], [-2.0192, 0.7123, -3.0966], [-3.7684, 2.3237, -5.0471], [-2.2555, 2.7939, -4.2161], [-3.6845, 2.7314, -3.2921], [-4.7266, 0.2467, -3.7151]],
  "mulliken_charge": [0.954, -0.287, 0.287, 0.396, 0.274, 0.241, 0.428, -0.138, -0.208, -0.134, -0.391, 0.945, -0.386, -0.264, -0.611, -0.281, 0.510, -0.557, -0.227, -0.237, -0.210, 0.491, -0.220, -0.210, -0.208, 1.106, -0.617, -0.697, -0.731, -1.336, 0.511, -1.315, -0.539, 0.345, 0.359, 0.293, 0.267, 0.386, 0.363, 0.351, 0.329, -1.525, 0.601, -1.159, -0.546, 0.428, 0.384, 0.399, 0.157, 0.324, 0.307, 0.308, 0.322, -1.255, 0.552, -1.223, -0.515, 0.321, 0.332, 0.326, 0.178, 0.336, 0.341, 0.303, 0.305, -1.189, 0.559, -1.358, -0.519, 0.341, 0.218, 0.329, 0.235, 0.356, 0.355, 0.364, 0.323, -1.348, 0.674, -1.342, -0.579, 0.365, 0.314, 0.371, 0.211, 0.349, 0.317, 0.331, 0.304, -1.347, 0.518, -1.241, -0.510, 0.326, 0.376, 0.318, 0.276, 0.353, 0.365, 0.292, 0.258]
}